Density functional theory data (wB97M-V/def2-TZVPD) for C18H34INO5Si2 as an isolated structure at a distorted geometry.

Properties
HOMO level, eV: -9.00

```
! wB97M-V def2-TZVPD RIJCOSX def2/J DEFGRID3
* xyz 0 1
C 7.0829 -2.5665 -2.7751
C 5.8984 -2.1773 -1.7918
C 4.6455 -1.5336 -2.5182
I 4.2605 -2.5005 -4.4466
Si 3.0871 -1.4905 -1.3988
C 2.0593 -3.1081 -1.5003
C 0.5263 -2.7985 -1.1477
C -0.4371 -3.1327 -2.3328
O -0.0347 -2.8994 -3.4486
N -1.7501 -3.7386 -2.1973
C -2.8206 -2.7679 -2.1229
C -3.2695 -2.0836 -0.9204
C -4.3988 -1.1436 -0.9476
C -5.1196 -0.8648 -2.1885
C -4.6516 -1.5234 -3.4095
C -3.5356 -2.4497 -3.3734
O 2.1417 -0.1639 -1.9242
Si 2.5949 1.3105 -1.1796
H 7.1301 -1.9095 -3.6773
H 8.0862 -2.5037 -2.2664
H 6.8984 -3.6256 -3.1055
H 6.3027 -1.4065 -1.0721
H 5.6497 -3.0974 -1.2053
H 4.9421 -0.4714 -2.7606
H 3.5372 -1.3543 0.0085
H 2.1793 -3.5948 -2.4994
H 2.5168 -3.8153 -0.7493
H 0.3114 -3.4071 -0.2228
H 0.4013 -1.7167 -0.8874
H -1.7933 -4.4354 -1.4524
H -2.7588 -2.2621 0.0586
H -4.7789 -0.6317 -0.0302
H -5.9966 -0.1756 -2.2071
H -5.2111 -1.3077 -4.3484
H -3.2263 -2.9322 -4.3277
H 3.7910 1.1673 -0.3201
H 2.9539 2.2687 -2.2493
H 1.4215 1.7843 -0.4177
C -3.2820 3.7140 5.7491
O -2.9601 3.5583 4.3827
C -2.5146 4.7709 3.7894
C -1.6155 4.4860 2.5980
O -0.2884 4.1114 2.9621
C -0.1272 2.8090 3.5187
C -0.2664 1.6918 2.4975
O -1.6356 1.4617 2.1958
C -1.8180 0.9071 0.9096
H -4.1226 4.4054 5.8731
H -3.5656 2.7376 6.1432
H -2.4137 4.0713 6.3135
H -1.9671 5.3788 4.5191
H -3.4015 5.3245 3.4565
H -1.5062 5.4165 2.0343
H -2.0617 3.7562 1.9225
H -0.7871 2.6600 4.3741
H 0.8973 2.7854 3.9008
H 0.1425 0.7617 2.9127
H 0.2897 1.9571 1.5918
H -1.3973 1.5677 0.1411
H -2.8858 0.8078 0.7254
H -1.3490 -0.0813 0.8440
*
```